Density functional theory data (ωB97M-V/def2-TZVPD) for a structure of composition C12H24AuF5N4S2.

```
48
Properties=species:S:1:pos:R:3
Au 0.55116 0.43239 -1.61711
F 3.23416 1.66129 -0.96011
C 2.73736 0.57759 -1.67701
F 3.44426 -0.50671 -1.15611
C 3.24346 0.73369 -3.10951
F 2.95916 -0.37451 -3.82261
F 2.64056 1.75749 -3.73461
F 4.56756 0.92639 -3.25111
C 2.13206 -3.44031 0.06919
N 0.94356 -3.11271 -0.68901
C 1.16946 -3.09671 -2.11401
C -0.14024 -2.52631 -0.15711
S -1.11164 -1.49081 -1.07421
N -0.48634 -2.79071 1.12449
C -0.27914 -4.08231 1.74489
C -1.50484 -1.98851 1.76249
H 2.96476 -2.84621 -0.31101
H 2.38186 -4.49661 -0.04801
H 2.00416 -3.21021 1.12169
H 1.66626 -4.02731 -2.38861
H 1.80146 -2.25651 -2.41461
H 0.22206 -3.02731 -2.64451
H 0.20386 -4.76831 1.05649
H -1.24784 -4.50531 2.02329
H 0.32366 -3.98811 2.65129
H -1.47904 -0.98191 1.34669
H -1.30084 -1.94641 2.83299
H -2.50554 -2.40321 1.59599
C 0.54826 3.91269 -0.39521
N -0.41554 3.28309 0.47559
C -0.02224 3.23799 1.86819
C -1.40064 2.53369 -0.05001
S -1.39334 2.10599 -1.68631
N -2.43244 2.14179 0.73349
C -3.01224 3.01159 1.73819
C -3.35754 1.16829 0.19329
H 0.90566 4.81889 0.08919
H 0.06766 4.17079 -1.33581
H 1.39766 3.25779 -0.60571
H 1.04536 3.00949 1.91929
H -0.57174 2.46619 2.40279
H -0.18994 4.20589 2.34809
H -2.50064 3.96859 1.76799
H -2.97574 2.55119 2.72759
H -4.05824 3.19389 1.48399
H -2.80464 0.35719 -0.27601
H -4.00574 1.61369 -0.56661
H -3.95924 0.76949 1.00789
```

HOMO   -7.46 eV
ΔE to the lowest compared entry with this formula, charge and spin   7.9 kcal per mole
E   -57744.0561 eV
F_max   1.09 eV/A

Partial charges, natural (NBO), in e:
1. Au 0.435
2. F -0.382
3. C 0.243
4. F -0.390
5. C 0.887
6. F -0.334
7. F -0.324
8. F -0.326
9. C -0.414
10. N -0.419
11. C -0.419
12. C 0.359
13. S -0.320
14. N -0.435
15. C -0.409
16. C -0.410
17. H 0.231
18. H 0.197
19. H 0.212
20. H 0.196
21. H 0.227
22. H 0.237
23. H 0.219
24. H 0.203
25. H 0.201
26. H 0.239
27. H 0.197
28. H 0.197
29. C -0.421
30. N -0.420
31. C -0.411
32. C 0.361
33. S -0.297
34. N -0.443
35. C -0.408
36. C -0.423
37. H 0.196
38. H 0.239
39. H 0.230
40. H 0.217
41. H 0.214
42. H 0.199
43. H 0.214
44. H 0.199
45. H 0.206
46. H 0.251
47. H 0.204
48. H 0.194



Density functional theory data (ωB97M-V/def2-TZVPD) for a structure of composition C12H24ClCoO12.

```
50
Properties=species:S:1:pos:R:3
Co 0.26809 0.17786 0.26340
Cl 2.67917 -1.88095 0.13316
C 5.00510 2.36354 -0.11677
O 4.43785 3.44689 0.54651
C 3.11123 3.49330 0.83245
O 2.28906 2.65324 0.49115
O 2.85873 4.54168 1.56089
C 1.50589 5.03994 1.54787
H 5.99875 2.56292 -0.51801
H 4.40555 2.04463 -0.96939
H 5.15689 1.50173 0.53311
H 0.96307 4.42396 2.26482
H 0.99949 5.06602 0.58299
H 1.37361 6.03317 1.97694
C 2.50103 0.42004 4.68584
O 1.39396 -0.25673 5.24442
C 0.32510 -0.48879 4.53525
O 0.13064 -0.01593 3.37659
O -0.44968 -1.28341 5.29126
C -1.73440 -1.51544 4.83053
H 3.18426 -0.22734 4.13612
H 3.14168 0.91456 5.41599
H 2.19232 1.22402 4.01770
H -2.23923 -0.55764 4.70456
H -2.30837 -1.98073 5.63187
H -1.94220 -2.09568 3.93152
C -4.41830 -5.18597 -0.03271
O -3.34706 -4.24378 0.17463
C -3.13998 -3.13451 -0.53749
O -2.20037 -2.43039 -0.20272
O -4.18260 -2.88742 -1.37817
C -4.42142 -1.71089 -2.15295
H -5.42345 -4.80142 0.14022
H -4.16996 -6.09445 0.51601
H -4.34558 -5.34813 -1.10812
H -3.52961 -1.15439 -2.44120
H -5.05694 -0.96369 -1.67764
H -4.99695 -1.91555 -3.05571
C 1.07848 2.65108 -4.35846
O 0.88628 1.39219 -4.92798
C 0.35969 0.35598 -4.26232
O 0.21665 0.21739 -3.05208
O 0.24248 -0.64566 -5.08149
C -0.43444 -1.90588 -4.72827
H 0.80478 3.24480 -5.23063
H 2.13851 2.65844 -4.10472
H 0.47282 2.95064 -3.50316
H -1.52219 -1.83809 -4.71054
H -0.10483 -2.18095 -3.72637
H -0.15383 -2.63420 -5.48913
```

2S+1   4
HOMO (alpha / beta)   -13.32 / -12.77 eV
ΔE to the lowest compared entry with this formula, charge and spin   135.3 kcal per mole
⟨S²⟩   3.76
E   -87540.6196 eV
F_max   3.33 eV/A
Charge   +1

Partial charges, natural (NBO), in e:
1. Co 0.985
2. Cl -0.001
3. C -0.259
4. O -0.486
5. C 1.009
6. O -0.709
7. O -0.473
8. C -0.268
9. H 0.213
10. H 0.186
11. H 0.182
12. H 0.191
13. H 0.200
14. H 0.217
15. C -0.268
16. O -0.467
17. C 1.009
18. O -0.730
19. O -0.460
20. C -0.273
21. H 0.191
22. H 0.213
23. H 0.197
24. H 0.186
25. H 0.209
26. H 0.198
27. C -0.254
28. O -0.503
29. C 1.010
30. O -0.657
31. O -0.529
32. C -0.261
33. H 0.198
34. H 0.213
35. H 0.191
36. H 0.193
37. H 0.195
38. H 0.208
39. C -0.257
40. O -0.484
41. C 1.005
42. O -0.721
43. O -0.491
44. C -0.253
45. H 0.211
46. H 0.192
47. H 0.194
48. H 0.191
49. H 0.202
50. H 0.215



Density functional theory data (ωB97M-V/def2-TZVPD) for a structure of composition C12H24F3KN3O4SV.

```
49
Properties=species:S:1:pos:R:3
N -0.89917 -1.75439 -0.35725
C -1.19521 -2.92129 -0.02924
O -1.47074 -4.03100 0.26037
K -0.18352 1.42869 -2.28812
V -0.07655 -0.17037 0.42993
N -1.38943 1.22063 0.10479
N 1.21691 0.26322 -0.97372
C -2.83761 0.86661 0.24821
C 2.05086 -0.66184 -1.83367
C -3.26522 0.18237 -1.05167
C -3.75534 2.06316 0.48452
C -2.96652 -0.08821 1.43523
C 2.92303 0.17880 -2.76825
C 2.92116 -1.55298 -0.94913
C 1.11803 -1.53009 -2.67209
H -3.13871 0.86897 -1.90588
H -4.32761 -0.08796 -0.99897
H -2.69616 -0.73519 -1.24864
H -3.54359 2.56810 1.43389
H -4.79236 1.70407 0.53718
H -3.70772 2.78906 -0.33756
H -2.36127 -0.99511 1.31123
H -4.01323 -0.39773 1.54349
H -2.65470 0.40892 2.36135
H 2.35997 0.97238 -3.28563
H 3.36827 -0.46595 -3.53495
H 3.74654 0.64848 -2.21719
H 3.62217 -0.95895 -0.35293
H 3.50791 -2.23335 -1.58091
H 2.31676 -2.15265 -0.26420
H 0.42311 -2.10378 -2.04972
H 1.73236 -2.24813 -3.23247
H 0.54565 -0.95351 -3.41928
C 2.02222 1.26592 -0.24481
H 1.72896 1.29596 0.82252
H 3.09603 1.01063 -0.26961
H 1.92388 2.28578 -0.67947
C -1.02378 2.61926 0.33964
H -1.49080 3.01399 1.25711
H 0.06231 2.73840 0.47570
H -1.36133 3.26983 -0.49490
F 2.24283 -0.13535 4.79946
C 2.35210 -0.79330 3.62766
F 3.05601 -0.02264 2.75313
F 3.02462 -1.94876 3.82047
S 0.67223 -1.15694 2.90614
O -0.01169 -2.01243 3.82757
O 0.07999 0.19953 2.67621
O 1.04833 -1.75086 1.58446
```

HOMO (alpha / beta)   -16.80 / -16.78 eV
ΔE to the lowest compared entry with this formula, charge and spin   14.1 kcal per mole
E   -86476.7438 eV
F_max   4.72 eV/A
Charge   +2

Partial charges, natural (NBO), in e:
1. N -0.810
2. C 0.917
3. O -0.340
4. K 0.956
5. V 1.624
6. N -0.500
7. N -0.595
8. C 0.090
9. C 0.111
10. C -0.621
11. C -0.634
12. C -0.610
13. C -0.621
14. C -0.629
15. C -0.631
16. H 0.199
17. H 0.268
18. H 0.230
19. H 0.232
20. H 0.265
21. H 0.223
22. H 0.198
23. H 0.271
24. H 0.244
25. H 0.190
26. H 0.272
27. H 0.233
28. H 0.222
29. H 0.262
30. H 0.237
31. H 0.236
32. H 0.267
33. H 0.192
34. C -0.474
35. H 0.232
36. H 0.275
37. H 0.226
38. C -0.482
39. H 0.274
40. H 0.225
41. H 0.241
42. F -0.277
43. C 0.746
44. F -0.316
45. F -0.277
46. S 2.280
47. O -0.804
48. O -0.904
49. O -0.913



Density functional theory data (ωB97M-V/def2-TZVPD) for an isolated molecule of C12H24N2O.

```
39
Properties=species:S:1:pos:R:3
C 3.59445 3.34147 -1.97160
C 3.96490 1.90817 -2.35336
C 2.64283 1.12866 -2.84870
C 1.48285 1.40491 -1.93630
C 0.33484 0.47778 -2.26359
C -0.97159 0.71765 -1.40323
C -0.72852 0.59169 0.09157
C -1.93277 0.85329 1.01334
C -3.01654 -0.19047 1.09645
C -2.30286 -1.53405 1.41938
N -2.69941 -2.12376 2.52087
N -1.87756 -3.14254 3.05042
C -2.63111 -3.89925 4.08281
C -0.50321 -3.33504 2.95450
O 0.15482 -3.97711 3.90441
H 4.52243 3.98725 -1.84653
H 3.10395 3.25278 -0.94493
H 2.99356 3.76022 -2.75658
H 4.55932 1.34229 -1.60437
H 4.58379 2.02166 -3.20698
H 2.93105 0.09132 -2.73577
H 2.35517 1.31497 -3.79929
H 1.12277 2.43412 -2.10790
H 1.90919 1.23015 -0.92400
H 0.12985 0.58762 -3.36090
H 0.82778 -0.51404 -1.97420
H -1.48135 1.70250 -1.62269
H -1.74071 0.01316 -1.75828
H -0.12705 -0.32966 0.26271
H 0.05732 1.28062 0.49469
H -1.59353 0.96234 2.05458
H -2.39128 1.85631 0.80014
H -3.42936 -0.25500 0.13800
H -3.98856 -0.05923 1.72009
H -1.54772 -1.68831 0.61340
H -2.28268 -4.92667 4.07228
H -2.34720 -3.49074 5.01232
H -3.77508 -3.95485 3.87914
H 0.09725 -2.84020 2.23812
```

HOMO   -8.85 eV
ΔE to the lowest compared entry with this formula, charge and spin   49.8 kcal per mole
E   -17857.4574 eV
F_max   6.31 eV/A

Partial charges, natural (NBO), in e:
1. C -0.614
2. C -0.391
3. C -0.384
4. C -0.405
5. C -0.387
6. C -0.409
7. C -0.423
8. C -0.403
9. C -0.448
10. C 0.080
11. N -0.237
12. N -0.292
13. C -0.410
14. C 0.471
15. O -0.626
16. H 0.208
17. H 0.204
18. H 0.204
19. H 0.200
20. H 0.197
21. H 0.194
22. H 0.191
23. H 0.198
24. H 0.195
25. H 0.208
26. H 0.193
27. H 0.202
28. H 0.203
29. H 0.197
30. H 0.222
31. H 0.209
32. H 0.217
33. H 0.201
34. H 0.235
35. H 0.191
36. H 0.220
37. H 0.211
38. H 0.221
39. H 0.152